Entry 1:
59
Properties=species:S:1:pos:R:3:forces:R:3:mulliken_charge:R:1 method="wB97M-V/def2-TZVPD" orbital_gap_ev="6.1 / 6.1" spin_multiplicity=3 total_charge=+1 s_squared=2.004 largest_force_ha_per_bohr=0.05288 homo_ev="-10.727 / -10.727"
Pr -0.03397 0.45131 -0.48680 0.2 0.2 -0.1 1.111
C -0.61432 4.11905 2.35555 -1.4 2.1 0.1 -1.330
C 0.71638 3.54510 2.31858 1.2 -1.3 -0.1 0.731
N 1.71379 4.23210 2.80771 -0.2 0.3 0.0 -0.604
C 2.91163 3.64414 2.89682 -0.1 0.4 0.1 -0.641
C 3.09611 2.31238 2.67004 2.3 0.6 0.3 0.181
C 4.48492 1.80089 2.63495 2.0 0.4 -1.8 -1.056
O 4.79242 1.65257 1.14395 0.4 0.0 1.7 -0.418
C 2.08866 1.54639 2.13788 -2.0 -1.2 -0.3 0.028
C 2.05816 0.10443 2.11993 1.5 0.0 -0.4 -0.050
N 1.21746 -0.63592 1.49690 -0.6 0.3 -0.3 0.296
C 1.19113 -2.02656 1.75159 0.8 -0.2 -1.1 0.077
C 1.53814 -2.89899 0.70097 -0.1 0.5 0.1 0.057
C 1.52445 -4.29496 0.86455 0.5 1.0 -2.3 -0.905
C 1.15438 -4.77051 2.07507 -1.2 -1.5 1.8 -0.530
C 0.80871 -3.90156 3.13550 0.0 -2.1 1.0 -0.433
C 0.83193 -2.55370 2.97467 -0.7 0.9 1.2 0.031
I 0.02968 -1.40893 4.64520 0.6 -0.3 -1.1 0.078
C 0.90314 2.18580 1.86785 -0.8 2.5 0.5 0.969
O -0.11594 1.68857 1.23670 -0.7 -0.8 -0.4 -0.929
H -0.87841 4.84906 1.56316 0.6 -0.3 0.1 0.235
H -0.63526 4.72085 3.27443 -0.3 -0.2 -0.2 0.397
H -1.43841 3.43501 2.31974 -0.1 -0.7 0.3 0.387
H 3.71312 4.32445 3.16720 0.2 -0.4 0.1 0.372
H 4.69749 0.83239 3.05602 -0.4 -0.4 0.4 0.431
H 5.25289 2.50088 3.06704 -1.0 -0.4 -0.3 0.402
H 5.75332 1.46940 1.09014 -0.7 0.1 0.0 0.256
H 2.92303 -0.33517 2.61668 -0.3 -0.4 0.4 0.388
H 1.76949 -2.41025 -0.25575 0.1 -0.5 0.4 0.466
H 1.79316 -4.92970 -0.03049 -0.4 0.6 1.3 0.364
H 0.96452 -5.85735 2.22573 0.6 0.9 0.0 0.345
H 0.54519 -4.32330 4.14708 0.2 0.4 -1.4 0.314
C -2.37544 2.73036 -4.29946 -0.5 -1.3 1.9 -0.773
N -2.60446 1.31472 -3.94518 0.1 0.2 2.0 0.270
C -2.82313 0.29958 -4.78892 -0.6 -1.0 -1.6 -0.394
C -2.96349 -0.83880 -4.08860 0.4 -1.0 -0.7 -0.541
N -2.75654 -0.53406 -2.76931 -0.6 0.5 1.7 0.638
C -2.63075 0.80173 -2.66491 1.1 1.3 -0.6 -0.117
S -2.44230 1.67444 -1.22334 -0.4 0.8 0.0 -0.366
C -2.95597 -1.34310 -1.56906 0.0 -0.7 -1.5 0.216
C -4.03914 -2.20869 -1.63129 -0.5 -0.8 0.7 -0.772
C -4.15408 -3.22853 -0.63333 -0.7 1.2 -0.9 -0.658
C -3.29389 -3.13478 0.44426 0.2 -0.5 -0.1 -0.749
C -2.34230 -2.14895 0.46103 1.4 1.3 -0.7 -0.277
N -2.05671 -1.30205 -0.59088 -1.0 -1.0 1.2 0.444
H -1.46158 3.01103 -3.78720 0.1 0.3 -0.4 0.100
H -3.19513 3.23721 -3.82718 -0.3 0.8 -0.1 0.367
H -2.39292 2.80411 -5.35575 0.2 0.3 -0.9 0.343
H -2.95342 0.43303 -5.85451 0.3 0.0 0.2 0.489
H -3.00580 -1.83769 -4.46792 -0.2 -0.3 0.1 0.512
H -4.76276 -1.99112 -2.43509 0.4 -0.7 0.5 0.498
H -4.94900 -3.99419 -0.61196 0.5 0.6 -0.4 0.412
H -3.28048 -3.86401 1.24985 -0.3 0.2 -0.1 0.448
H -1.72140 -2.01311 1.34615 0.1 -0.1 -0.2 0.398
Se 2.93828 1.94848 -1.67205 -0.9 -0.9 -0.6 -0.068
Sb 2.11408 0.24536 -3.62018 0.6 0.2 -0.2 0.590
Se 1.15288 2.70744 -3.18074 0.5 -1.4 0.1 -0.256
Se 3.70039 -0.37005 -5.45146 -1.3 0.6 1.4 -0.348
Se 0.49811 -1.46622 -2.62154 1.1 0.7 -1.0 -0.426



Entry 2:
13
Properties=species:S:1:pos:R:3:forces:R:3:mulliken_charge:R:1 method="wB97M-V/def2-TZVPD" orbital_gap_ev=10.6 total_charge=0 largest_force_ha_per_bohr=0.08461 homo_ev=-9.552
O -1.24205 1.26940 1.19190 -0.3 0.4 0.1 -0.560
C -0.47033 0.54947 0.64038 0.6 -0.2 0.6 0.079
C 0.91667 0.74340 0.01598 0.0 0.2 0.1 -0.317
C 0.92254 -0.77037 -0.29830 0.1 -0.1 -0.1 -0.510
C -0.35504 -0.96719 0.54943 -0.1 -0.1 0.2 -0.323
H -1.92657 1.23628 -0.93309 0.9 -2.7 -3.3 -0.012
H -1.69701 0.60970 -1.60696 -1.1 2.8 2.7 0.062
H 1.59265 1.01036 0.83498 0.0 0.0 -0.1 0.242
H 1.06561 1.46505 -0.79074 -0.2 -0.1 0.1 0.276
H 1.80262 -1.32201 0.02955 -0.1 0.0 -0.1 0.295
H 0.74408 -0.96126 -1.35497 0.0 -0.1 0.0 0.250
H -0.15942 -1.31969 1.56737 0.1 -0.1 -0.1 0.251
H -1.19376 -1.54313 0.15449 0.1 0.2 -0.1 0.267



Entry 3:
12
Properties=species:S:1:pos:R:3:forces:R:3:mulliken_charge:R:1 method="wB97M-V/def2-TZVPD" orbital_gap_ev=8.9 smiles="[H]/N=C/CCN=O" total_charge=0 largest_force_ha_per_bohr=0.09901 homo_ev=-9.178
H -1.44370 1.33322 2.34943 0.2 1.6 3.3 0.251
N -1.40197 0.87962 1.51749 1.5 -2.2 -3.8 -0.621
C -0.20249 0.68854 1.06875 -1.6 3.0 1.5 0.092
C -0.12005 0.16944 -0.32250 1.2 -0.3 -2.7 -0.554
C 0.37071 -1.27612 -0.39918 -2.1 0.4 4.6 -0.544
N 1.61352 -1.41518 0.36387 1.1 0.0 -0.1 -0.025
O 1.49110 -0.99693 1.48766 0.4 -0.7 -0.5 -0.281
H 0.69237 1.14253 1.66229 -1.3 -1.0 -1.4 0.305
H 0.47363 0.72566 -1.07569 0.8 0.4 1.1 0.329
H -1.00830 0.22204 -0.96404 -0.8 -0.2 1.3 0.311
H -0.31562 -1.76667 0.38588 0.4 -0.1 -1.7 0.318
H 0.32077 -1.69947 -1.34362 0.4 -0.9 -1.6 0.419



Entry 4:
10
Properties=species:S:1:pos:R:3:forces:R:3:mulliken_charge:R:1 method="wB97M-V/def2-TZVPD" orbital_gap_ev="6.7 / 6.7" total_charge=0 largest_force_ha_per_bohr=0.05518 homo_ev="-7.677 / -7.676"
C -0.79772 -2.08266 -0.63899 0.4 1.9 0.1 -0.629
O -0.29016 1.97903 0.94616 1.6 -0.4 -0.7 -0.470
O 2.05844 1.85822 0.21075 -0.3 -0.4 1.0 -0.388
P 1.05671 1.04167 1.17302 -1.6 -0.4 -2.3 0.478
S 0.37785 -0.74808 -1.24659 0.1 0.7 1.8 -0.339
H -0.51246 -2.15629 0.44777 -0.5 -0.9 -1.3 0.181
H -0.62512 -2.90436 -1.35630 -0.2 0.0 1.1 0.246
H -1.82838 -1.67111 -0.73804 0.7 -0.6 0.2 0.220
H -0.99432 2.21779 1.53858 -0.1 -0.4 0.8 0.348
H 1.55516 2.46579 -0.33637 -0.1 0.3 -0.5 0.354



Entry 5:
59
Properties=species:S:1:pos:R:3:forces:R:3:mulliken_charge:R:1 method="wB97M-V/def2-TZVPD" orbital_gap_ev=8.8 smiles=CNC[C@H](NC[C@@H](NCCCc1ccccc1)c1ccccc1)[C@H](C)O total_charge=0 largest_force_ha_per_bohr=0.01609 homo_ev=-8.037
C -3.61870 -3.50807 1.14228 0.0 0.1 0.0 -0.832
N -3.82940 -2.11711 1.48480 0.1 0.0 0.2 -0.378
C -4.01965 -1.23710 0.35381 0.3 0.0 -0.1 -1.355
C -2.73904 -0.96534 -0.48158 -0.6 0.2 0.2 0.389
N -1.70333 -0.52691 0.43641 -0.1 0.3 -0.1 0.225
C -0.46958 -1.25643 0.52134 0.2 0.0 -0.2 -1.566
C 0.56861 -1.05743 -0.61845 -0.3 0.1 0.2 0.270
N 0.70328 0.36860 -0.85700 0.2 -0.1 0.4 1.253
C 1.74720 0.76352 -1.78341 0.0 0.2 -0.2 -1.061
C 1.61014 2.24309 -2.15059 0.2 -0.2 0.1 -0.698
C 2.04133 3.20614 -1.03494 -0.1 0.0 -0.2 -1.328
C 1.20632 3.06660 0.20696 0.1 0.2 0.1 -0.152
C -0.16212 3.31576 0.17088 0.1 0.0 0.1 0.462
C -0.95143 3.09552 1.28443 -0.1 0.0 -0.1 -0.814
C -0.37970 2.64286 2.46251 0.0 -0.1 0.1 -0.369
C 0.98644 2.42973 2.52364 0.0 -0.1 0.1 -0.627
C 1.77280 2.63893 1.40274 0.0 0.1 -0.1 0.026
C 1.85065 -1.75455 -0.22748 0.0 -0.1 -0.2 0.206
C 2.23407 -2.93880 -0.84320 -0.1 0.1 0.0 -0.277
C 3.40515 -3.57894 -0.47868 0.1 -0.1 0.0 -0.750
C 4.21472 -3.03807 0.50516 0.1 -0.1 0.0 -0.457
C 3.84281 -1.85726 1.12519 0.0 0.1 0.1 -0.856
C 2.66865 -1.22274 0.76404 -0.1 0.0 0.0 -0.204
C -3.07144 0.08120 -1.56473 0.2 -0.7 -0.4 -0.163
C -1.97300 0.21427 -2.61571 -0.3 0.1 0.2 -1.649
O -3.29020 1.31444 -0.90347 0.0 0.4 0.2 -0.558
H -2.72107 -3.70251 0.53681 0.0 -0.1 0.0 0.225
H -3.53856 -4.08403 2.06355 0.0 -0.1 0.0 0.327
H -4.48704 -3.86511 0.58685 0.0 -0.1 0.0 0.318
H -3.03745 -1.76560 2.01680 -0.1 0.0 0.0 0.331
H -4.36375 -0.27620 0.74231 -0.1 0.0 -0.1 0.389
H -4.79784 -1.65904 -0.28770 -0.1 0.0 0.0 0.399
H -2.43290 -1.89146 -0.98213 0.0 0.1 0.0 0.557
H -1.55319 0.47018 0.34821 0.0 0.0 0.0 -0.169
H -0.69425 -2.32457 0.59448 0.1 0.0 0.1 0.418
H 0.01096 -0.95298 1.45917 0.1 -0.1 0.0 0.313
H 0.18655 -1.50900 -1.54378 0.0 0.0 0.0 0.730
H 0.83474 0.84607 0.02755 -0.1 0.0 0.0 -0.922
H 1.62378 0.15998 -2.68955 0.1 0.0 0.0 0.459
H 2.76216 0.57124 -1.39594 -0.1 0.0 -0.1 0.496
H 0.57037 2.43531 -2.41770 0.0 0.0 -0.1 0.281
H 2.22744 2.43810 -3.03022 0.0 0.0 0.0 0.461
H 3.09147 3.02594 -0.79340 0.0 0.1 0.0 0.360
H 1.95592 4.22820 -1.41521 0.1 0.0 0.0 0.384
H -0.61384 3.66999 -0.74394 -0.1 0.0 -0.1 0.418
H -2.01624 3.26480 1.23119 -0.1 0.0 0.0 0.393
H -0.99669 2.45994 3.32917 -0.1 0.0 0.1 0.396
H 1.44169 2.09008 3.44317 0.0 0.0 0.1 0.412
H 2.83831 2.45690 1.45201 0.1 0.0 0.0 0.330
H 1.60792 -3.36252 -1.61634 -0.1 0.0 -0.1 0.406
H 3.68870 -4.50034 -0.96646 0.0 -0.1 0.0 0.397
H 5.13181 -3.53376 0.78747 0.1 0.0 0.0 0.386
H 4.47000 -1.42980 1.89438 0.0 0.0 0.1 0.419
H 2.38631 -0.30266 1.25791 0.0 0.1 0.0 0.301
H -4.00657 -0.23547 -2.05982 0.1 0.0 0.1 0.414
H -2.25024 0.96377 -3.35728 0.0 0.1 -0.1 0.512
H -1.04341 0.51263 -2.13463 0.0 0.0 0.0 0.408
H -1.82692 -0.73287 -3.12866 0.0 -0.1 -0.1 0.371
H -3.38081 2.00234 -1.57104 0.0 0.0 0.1 0.345



Entry 6:
18
Properties=species:S:1:pos:R:3:forces:R:3:mulliken_charge:R:1 method="wB97M-V/def2-TZVPD" orbital_gap_ev=7.5 total_charge=+1 largest_force_ha_per_bohr=0.06861 homo_ev=-13.902
C 3.69880 1.18230 0.72277 -2.0 1.0 1.8 -0.435
C 4.51935 1.09591 -0.13076 -0.6 0.0 0.5 -0.419
C -0.50864 0.43524 -0.26554 -0.1 0.2 -1.4 0.850
C -0.06069 -0.83740 0.26740 0.2 -1.9 2.1 0.819
C -1.95608 0.36427 -0.66089 0.4 3.5 0.0 -1.535
C -1.10652 -1.85540 0.81167 -0.1 -0.7 -2.5 -1.217
N 1.16720 -1.02857 0.51455 0.1 0.1 -0.7 -0.177
N 0.17256 1.48526 -0.44240 -0.7 0.2 0.0 -0.646
S 2.68497 -0.88282 0.53228 -0.4 -0.9 0.2 0.244
H 3.03781 1.55462 1.48721 0.4 -0.1 -0.1 0.600
H 5.30890 1.10339 -0.74979 2.2 -0.3 -2.2 0.479
H -2.43073 0.66483 0.27496 -0.6 -0.1 0.0 0.445
H -2.46295 -0.48297 -1.06961 0.4 -0.7 -0.3 0.405
H -2.01203 1.27629 -1.30061 -0.6 -0.9 0.1 0.369
H -1.36127 -2.70268 0.04740 0.6 1.7 0.9 0.316
H -2.08130 -1.33625 1.01019 1.3 -0.6 0.4 0.352
H -0.60219 -2.38836 1.59347 -0.3 0.0 0.9 0.405
H 1.11924 1.57377 -0.08722 0.0 -0.6 0.0 0.145



Calculated total energy (hartree), listed in the same order as above: -12372.0887, -232.3568, -302.5135, -931.0801, -1097.6065, -741.2655
Calculated energy above the lowest of the compared OMol25 structures with the same formula, charge and spin (eV), listed in the same order as above: 0.000, 2.417, 4.887, 2.310, 2.118, 5.320